1.
C26H41BBr2F10N6O2S2 | ωB97M-V with the def2-TZVPD basis set

Geometry as XYZ:
```
90
Properties=species:S:1:pos:R:3:lowdin_charge:R:1
C -6.144 1.074 -1.148 -0.112
C -5.045 0.615 -2.098 -0.268
C -3.986 1.678 -2.310 -0.203
C -2.849 1.244 -3.234 -0.186
N -1.854 0.427 -2.483 -0.222
C -0.476 0.951 -2.587 -0.189
C 0.383 0.352 -1.476 -0.175
C 1.213 1.312 -0.618 -0.157
C 0.493 2.551 -0.079 -0.074
C 0.128 2.415 1.405 -0.342
O -0.390 3.728 1.783 0.050
C -0.939 3.801 2.949 -0.348
N -1.400 3.871 4.002 0.206
C -1.030 1.408 1.475 -0.005
C -1.131 0.502 2.708 -0.261
C -2.534 0.476 3.320 -0.128
C -3.373 -0.617 2.714 -0.241
N -4.574 -0.528 2.331 0.118
N -0.098 0.861 3.710 0.154
C 1.123 1.045 3.135 -0.269
N 2.105 0.229 3.427 0.146
C 3.452 0.236 2.868 -0.124
C 3.513 -0.593 1.582 -0.178
C 4.114 -1.966 1.783 -0.769
F 5.302 -1.856 2.440 -0.043
Br 2.893 -3.007 2.884 0.935
C 4.295 -2.683 0.379 -0.923
F 3.748 -1.879 -0.570 0.020
F 3.663 -3.826 0.340 0.018
Br 6.137 -2.990 -0.106 0.871
N 1.309 2.045 2.203 0.080
C 2.170 3.150 2.702 -0.024
C 3.236 3.700 1.718 -0.206
O 3.632 2.761 0.746 0.015
C 2.851 5.031 1.011 -0.591
F 1.624 5.454 1.309 0.158
F 2.947 4.947 -0.307 0.173
F 3.698 5.993 1.412 0.148
C -1.894 -0.955 -2.799 -1.097
S -2.148 -2.075 -1.657 0.752
S -1.617 -1.410 -4.491 0.914
C -0.565 -2.885 -4.334 -0.479
C -1.204 -4.188 -4.845 -0.305
C -1.045 -5.322 -3.834 -0.105
H -5.721 1.488 -0.233 0.060
H -6.801 1.801 -1.622 0.071
H -6.764 0.233 -0.844 0.071
H -5.493 0.347 -3.058 0.114
H -4.606 -0.299 -1.701 0.084
H -4.432 2.615 -2.649 0.115
H -3.533 1.893 -1.338 0.102
H -3.279 0.628 -4.025 0.093
H -2.356 2.110 -3.664 0.115
H -0.521 2.036 -2.583 0.113
H -0.040 0.658 -3.547 0.103
H -0.243 -0.266 -0.836 0.059
H 1.085 -0.343 -1.938 0.121
H 1.630 0.725 0.193 0.078
H 2.071 1.651 -1.193 0.120
H 1.073 3.451 -0.257 0.110
H -0.462 2.726 -0.572 0.127
H -1.950 1.978 1.375 0.142
H -1.003 0.758 0.608 0.114
H -0.925 -0.519 2.374 0.147
H -2.450 0.295 4.394 0.127
H -3.023 1.442 3.210 0.111
H -2.884 -1.587 2.608 0.114
H -4.931 0.419 2.473 0.052
H -0.061 0.156 4.438 0.152
H 1.912 -0.529 4.066 0.131
H 4.096 -0.222 3.615 0.131
H 3.828 1.235 2.711 0.097
H 2.519 -0.743 1.176 0.105
H 4.073 -0.042 0.829 0.128
H 1.590 3.970 3.115 0.131
H 2.724 2.742 3.543 0.129
H 4.102 3.967 2.320 0.160
H 4.497 2.414 0.978 0.111
H 0.336 -2.655 -4.896 0.072
H -0.299 -3.006 -3.290 0.039
H -0.687 -4.491 -5.754 0.098
H -2.252 -4.045 -5.095 0.088
H -1.779 -5.250 -3.035 0.067
H -0.052 -5.329 -3.388 0.077
H -1.188 -6.292 -4.305 0.071
B 2.491 -6.250 -0.316 -1.255
F 1.578 -5.302 -0.837 0.061
F 1.924 -7.526 -0.344 0.095
F 3.672 -6.222 -1.087 0.074
F 2.798 -5.894 1.022 0.042
```

gap between HOMO and LUMO: 7.04 eV
charge: 0
multiplicity: 1

---

2.
C26H41CsN9O3P | ωB97M-V with the def2-TZVPD basis set

Geometry as XYZ:
```
81
Properties=species:S:1:pos:R:3:lowdin_charge:R:1
Cs 0.212 -0.110 1.269 1.300
C -4.951 1.104 -0.579 -0.030
N -4.180 0.727 0.593 -0.119
C -4.233 -0.468 1.270 -0.063
C -3.285 -0.391 2.247 -0.145
N -2.644 0.824 2.179 0.008
C -3.198 1.460 1.168 -0.520
P -2.759 3.159 0.680 1.142
C -1.937 2.845 -0.911 -0.511
N -1.756 1.680 -1.493 0.073
C -1.072 1.962 -2.654 -0.127
C -0.859 3.302 -2.756 -0.059
N -1.429 3.865 -1.643 -0.128
C -1.340 5.257 -1.252 -0.034
C -1.229 3.329 1.667 -0.515
N -0.015 3.241 1.162 0.034
C 0.835 3.487 2.212 -0.150
C 0.119 3.705 3.352 -0.060
N -1.200 3.619 2.992 -0.123
C -2.326 3.681 3.903 -0.026
H -5.857 0.503 -0.609 0.093
H -4.364 0.949 -1.484 0.076
H -5.239 2.153 -0.502 0.080
H -4.913 -1.249 0.979 0.119
H -2.988 -1.142 2.958 0.097
H -0.772 1.182 -3.331 0.086
H -0.354 3.898 -3.495 0.116
H -1.450 5.885 -2.133 0.092
H -0.385 5.453 -0.764 0.091
H -2.149 5.491 -0.561 0.064
H 1.905 3.470 2.090 0.103
H 0.414 3.897 4.368 0.120
H -2.313 2.826 4.576 0.096
H -3.254 3.650 3.335 0.065
H -2.291 4.612 4.466 0.093
O 3.063 -0.252 2.390 -0.161
C 4.441 -0.257 2.051 -0.260
C 5.004 -1.638 1.768 -0.167
C 4.421 -2.280 0.507 -0.138
C 4.519 -1.367 -0.684 -0.298
C 5.752 -1.070 -1.264 -0.028
C 5.809 -0.185 -2.322 -0.072
C 4.629 0.395 -2.767 -0.072
C 3.451 0.043 -2.132 -0.138
N 3.382 -0.822 -1.119 0.128
H 2.610 -1.032 2.017 -0.021
H 4.977 0.208 2.882 0.115
H 4.591 0.382 1.170 0.112
H 4.820 -2.294 2.623 0.119
H 6.091 -1.537 1.673 0.111
H 3.369 -2.519 0.659 0.084
H 4.936 -3.222 0.303 0.119
H 6.650 -1.541 -0.886 0.114
H 6.754 0.049 -2.795 0.104
H 4.617 1.102 -3.585 0.098
H 2.503 0.464 -2.447 0.093
C 0.747 -4.053 3.056 -0.003
O 1.371 -2.314 1.561 -0.378
C 0.463 -2.750 2.342 -0.801
O -0.618 -2.159 2.560 -0.277
H 1.181 -4.776 2.366 0.076
H -0.150 -4.455 3.519 0.073
H 1.494 -3.866 3.831 0.081
C -1.663 -3.551 -3.432 -0.052
C -1.881 -2.573 -2.286 -0.636
C -1.451 -3.203 -0.962 -0.040
C -3.355 -2.183 -2.207 -0.042
N -1.179 -1.314 -2.583 -0.089
N 0.240 -1.325 -2.528 0.022
H -2.311 -4.421 -3.311 0.083
H -0.635 -3.914 -3.467 0.075
H -1.897 -3.077 -4.386 0.083
H -2.089 -4.056 -0.725 0.089
H -1.521 -2.498 -0.126 0.065
H -0.425 -3.571 -0.987 0.078
H -3.974 -3.051 -1.976 0.087
H -3.683 -1.748 -3.152 0.087
H -3.499 -1.444 -1.417 0.057
H -1.504 -0.590 -1.947 0.056
H 0.594 -1.768 -3.365 0.075
H 0.612 -1.822 -1.721 0.051
```

gap between HOMO and LUMO: 8.56 eV
charge: 0
multiplicity: 1

---

3.
C26H42As3BaClF4N3 | ωB97M-V with the def2-TZVPD basis set

Geometry as XYZ:
```
80
Properties=species:S:1:pos:R:3:lowdin_charge:R:1
Ba 0.297 -0.669 -0.081 1.709
C -1.534 -2.448 -2.077 -0.090
N -1.440 -2.181 -0.628 -0.584
C -1.689 -3.373 0.189 -0.088
C -2.346 -0.993 -0.199 -0.231
C -2.054 0.461 -0.910 -0.265
N -0.916 1.297 -0.383 -0.340
C -1.124 2.206 0.634 -0.233
C -0.113 3.148 0.889 -0.176
F 0.954 3.204 0.066 0.050
C -0.203 4.054 1.923 -0.221
F 0.802 4.926 2.092 0.094
C -1.291 4.091 2.774 0.066
C -2.297 3.172 2.544 -0.222
F -3.370 3.137 3.342 0.101
C -2.217 2.253 1.514 -0.149
F -3.212 1.335 1.411 0.063
H -0.848 -3.254 -2.341 0.090
H -1.253 -1.556 -2.652 0.070
H -2.555 -2.750 -2.335 0.106
H -1.718 -3.093 1.243 0.083
H -0.882 -4.093 0.039 0.093
H -2.638 -3.844 -0.089 0.102
H -2.256 -0.854 0.899 0.093
H -3.381 -1.274 -0.403 0.127
H -2.992 1.005 -0.859 0.114
H -1.870 0.277 -1.980 0.088
H -1.352 4.810 3.576 0.137
C 1.647 -3.455 3.663 -0.304
As 1.598 -1.828 2.587 0.991
C 0.305 -0.796 3.645 -0.308
C 3.207 -0.879 3.230 -0.381
C 4.531 -1.108 2.485 -0.662
C 4.902 -2.589 2.527 -0.065
C 4.479 -0.674 0.990 -0.353
As 3.291 0.809 0.451 1.033
C 4.111 2.384 1.256 -0.302
C 4.019 1.065 -1.342 -0.305
C 5.646 -0.275 3.148 -0.381
As 6.052 -0.141 5.089 1.144
C 4.511 0.903 5.721 -0.344
C 5.545 -1.876 5.855 -0.354
H 2.337 -4.177 3.230 0.018
H 0.652 -3.899 3.693 0.025
H 1.959 -3.227 4.683 0.034
H 0.596 -0.833 4.696 0.039
H -0.701 -1.207 3.545 0.023
H 0.287 0.249 3.326 0.021
H 3.299 -1.167 4.279 0.040
H 2.962 0.189 3.215 0.059
H 4.147 -3.206 2.028 0.063
H 5.008 -2.956 3.548 0.066
H 5.847 -2.761 2.009 0.096
H 4.154 -1.525 0.380 0.058
H 5.487 -0.419 0.651 0.084
H 5.200 2.314 1.226 0.033
H 3.787 2.533 2.286 0.019
H 3.795 3.255 0.681 0.030
H 5.082 1.300 -1.261 0.036
H 3.506 1.894 -1.828 0.031
H 3.896 0.172 -1.954 0.004
H 5.519 0.778 2.880 0.039
H 6.595 -0.577 2.698 0.066
H 4.381 1.774 5.079 0.014
H 4.740 1.260 6.724 0.017
H 3.580 0.338 5.756 0.005
H 6.213 -2.656 5.493 0.017
H 4.511 -2.168 5.669 0.000
H 5.689 -1.791 6.932 0.020
Cl 1.200 -1.314 -6.166 0.728
C 1.635 -2.022 -4.655 -0.645
C 2.065 -3.337 -4.578 -0.060
C 2.397 -3.838 -3.330 -0.035
C 2.282 -3.010 -2.224 -0.154
N 1.868 -1.744 -2.298 -0.059
C 1.552 -1.260 -3.499 -0.191
H 2.141 -3.939 -5.473 0.121
H 2.743 -4.854 -3.212 0.117
H 2.546 -3.379 -1.238 0.109
H 1.232 -0.225 -3.560 0.119
```

gap between HOMO and LUMO: 7.18 eV
charge: +1
multiplicity: 1

---

4.
C26H42AsFeN5OS | ωB97M-V with the def2-TZVPD basis set

Geometry as XYZ:
```
77
Properties=species:S:1:pos:R:3:lowdin_spin:R:1
Fe 0.732 0.452 -0.335 3.748
C 2.859 -3.557 0.044 0.001
C 2.042 -2.368 -0.333 0.008
N 1.957 -1.318 0.383 0.027
C 2.609 -1.167 1.670 0.003
C 2.024 0.070 2.322 0.008
N 0.628 -0.160 2.627 0.018
C -0.148 0.967 3.117 0.001
C -1.112 1.546 2.087 0.004
N -0.412 2.052 0.891 0.032
C -1.313 2.685 -0.090 0.003
C -2.173 1.667 -0.832 0.004
N -1.337 0.576 -1.265 0.039
C -1.647 -0.203 -2.222 0.001
C -2.903 -0.083 -3.027 0.001
C -0.657 -1.287 -2.478 0.004
C -0.649 -2.137 -3.578 0.001
C 0.336 -3.113 -3.648 0.000
C 1.257 -3.242 -2.618 0.002
C 1.178 -2.356 -1.550 0.004
N 0.251 -1.407 -1.516 0.035
H 3.869 -3.253 0.320 0.000
H 2.917 -4.298 -0.747 0.000
H 2.417 -4.036 0.923 0.000
H 3.690 -1.052 1.553 0.000
H 2.428 -2.038 2.307 0.000
H 2.193 0.922 1.623 0.004
H 2.560 0.302 3.243 0.001
H 0.128 -0.707 1.933 0.001
H 0.540 1.738 3.472 0.000
H -0.745 0.654 3.976 0.000
H -1.694 2.344 2.560 0.001
H -1.800 0.757 1.779 0.000
H 0.242 2.769 1.194 0.002
H -0.684 3.208 -0.814 0.000
H -1.971 3.419 0.382 0.001
H -2.666 2.180 -1.661 0.001
H -2.953 1.271 -0.172 0.000
H -3.761 0.041 -2.366 0.000
H -3.079 -0.949 -3.657 0.000
H -2.854 0.809 -3.657 0.000
H -1.386 -2.060 -4.364 0.000
H 0.376 -3.785 -4.495 0.000
H 2.017 -4.009 -2.657 0.000
C 2.740 0.510 -4.157 0.002
S 2.315 1.986 -3.200 0.009
C 0.902 2.487 -4.214 0.001
O 1.718 1.468 -1.914 0.033
H 2.891 0.799 -5.197 0.000
H 1.928 -0.213 -4.071 0.000
H 3.665 0.101 -3.757 0.000
H 1.254 2.676 -5.228 0.000
H 0.482 3.401 -3.798 0.000
H 0.166 1.684 -4.201 0.000
C -4.415 -2.395 2.145 0.000
As -2.620 -2.116 1.422 0.000
C -1.791 -3.671 2.272 0.000
C -2.916 -2.848 -0.424 0.000
C -3.468 -4.232 -0.485 0.000
C -2.614 -5.336 -0.492 0.000
C -3.118 -6.624 -0.580 0.000
C -4.488 -6.830 -0.658 0.000
C -5.349 -5.742 -0.640 0.000
C -4.843 -4.455 -0.553 0.000
H -4.726 -3.424 1.968 0.000
H -5.139 -1.716 1.697 0.000
H -4.397 -2.214 3.219 0.000
H -2.403 -4.559 2.119 0.000
H -1.708 -3.479 3.342 0.000
H -0.791 -3.855 1.877 0.000
H -1.946 -2.803 -0.918 0.000
H -3.588 -2.135 -0.908 0.000
H -1.541 -5.179 -0.432 0.000
H -2.443 -7.469 -0.585 0.000
H -4.885 -7.833 -0.736 0.000
H -6.419 -5.898 -0.694 0.000
H -5.515 -3.604 -0.547 0.000
```

gap between HOMO and LUMO (alpha / beta): 6.38 / 6.30 eV
charge: +2
multiplicity: 5
⟨S²⟩: 6.0089

---

no.,electronic energy (Eh)
1,-8462.3248
2,-2095.3962
3,-8772.3786
4,-5262.1423